# 1
An isolated ion of composition C5H10N3O4S and charge +1. Source: OMol25; level of theory: the ωB97M-V functional and the def2-TZVPD basis.

Element x y z (Å)
C  3.1231  -1.1053  -0.3621
S  1.9936  0.0933  0.3804
O  2.6965  1.3102  0.6499
O  1.4940  -0.7772  1.5479
C  0.5550  0.4047  -0.5191
C  0.1313  1.7865  -0.5000
N  -1.0035  2.1740  -0.9387
C  -0.2586  -0.7858  -0.9424
O  0.1203  -1.6401  -1.6901
N  -1.5601  -0.7685  -0.4517
C  -1.9709  -0.3056  0.8119
N  -3.2841  -0.4361  0.9241
O  -1.2248  0.0223  1.6947
H  3.8148  -0.5601  -0.8892
H  3.7610  -1.7388  0.2724
H  2.5428  -1.7527  -0.9664
H  0.7569  -0.4163  2.0076
H  0.8409  2.3227  0.1622
H  -1.2574  3.0951  -1.0066
H  -1.4210  1.4167  -1.3694
H  -2.2733  -1.3622  -0.9466
H  -3.6634  -0.1322  1.8188
H  -3.9132  -0.8446  0.3124

Cartesian forces (eV/Å) of the 2 atoms listed first:
-1.0 -0.7 1.5
0.6 -0.3 -1.2

Values from the calculation:
- Maximum force: 6.0 eV/Å
- SMILES: C[S@](=O)(O)=C(C=[NH2+])C(=O)NC(N)=O
- Energy relative to the best compared isomer or geometry (same formula, charge and spin): 0.0 kcal/mol
- Electronic energy: -28835.132 eV
- Gap between HOMO and LUMO: 9.82 eV
- Total charge: +1

=====

# 2
C4H4CuO as an isolated structure. Source: OMol25; level of theory: the ωB97M-V functional and the def2-TZVPD basis.

Element x y z (Å)
O  1.9102  -0.1231  0.6048
C  1.0025  -0.9104  0.1146
C  -0.2116  -0.2658  -0.3649
C  -1.3372  0.6094  0.0844
C  -0.2230  1.1698  -0.6960
H  -0.3693  -1.5472  0.0239
H  1.3428  -1.8109  -0.4324
H  -1.4451  0.8394  1.1557
H  -2.3065  0.4059  -0.3959
Cu  1.6371  1.6328  -0.0942

Cartesian forces (eV/Å) of the 2 atoms listed first:
0.4 0.8 0.4
1.2 -0.6 -1.8

Values from the calculation:
- Maximum force: 2.6 eV/Å
- Multiplicity: 3
- Energy relative to the best compared isomer or geometry (same formula, charge and spin): 106.5 kcal/mol
- Electronic energy: -50882.769 eV
- Expectation value of S²: 2.03
- Gap between HOMO and LUMO (alpha / beta): 6.79 / 7.10 eV
- Total charge: +1

=====

# 3
A 3-piece molecular cluster, C4H14O2S overall. Source: OMol25; level of theory: the ωB97M-V functional and the def2-TZVPD basis.

Element x y z (Å)
C  1.1336  1.5600  1.4857
C  1.2224  0.7340  0.1897
C  0.4240  -0.5078  0.2244
S  -1.1788  0.0019  -0.4805
C  -2.4961  -1.1017  -0.1375
H  1.2047  0.9535  2.4606
H  1.9171  2.3941  1.2753
H  0.1879  2.1411  1.4912
H  2.3030  0.4180  0.2146
H  0.9532  1.3272  -0.6266
H  0.2360  -0.8750  1.2279
H  0.7858  -1.3792  -0.4091
H  -3.4102  -0.7750  -0.7375
H  -2.1450  -2.1728  -0.3814
H  -2.8261  -1.1943  0.8526
O  1.3321  -1.9857  5.8865
H  1.8907  -2.4933  6.3998
H  0.8850  -2.6138  5.4021
O  0.5859  1.6266  -6.7234
H  -0.1019  1.8896  -6.0813
H  -0.0664  1.1159  -7.2790

Cartesian forces (eV/Å) of the 2 atoms listed first:
0.0 1.6 -0.4
2.5 -1.1 2.9

Values from the calculation:
- Maximum force: 4.0 eV/Å
- SMILES: CCCSC.O.O
- Energy relative to the best compared isomer or geometry (same formula, charge and spin): 38.9 kcal/mol
- Electronic energy: -19303.859 eV
- Gap between HOMO and LUMO: 9.00 eV

=====

# 4
C6H13NO3P as an isolated structure. Source: OMol25; level of theory: the ωB97M-V functional and the def2-TZVPD basis.

Element x y z (Å)
C  -2.7517  -0.9946  -1.6712
C  -3.0548  0.2399  -0.9388
C  1.0086  -0.9532  1.3832
C  1.5738  0.2157  0.6591
C  0.9701  1.4991  1.1607
C  3.0416  0.2744  0.2743
N  0.7063  -0.1983  -0.8391
O  -1.6829  -1.7070  -1.0315
O  -1.7624  0.5373  -0.2779
O  -0.3706  -1.1434  1.1577
P  -0.7216  -0.6527  -0.3242
H  -3.5644  -1.6399  -1.7545
H  -2.3794  -0.6628  -2.7267
H  -3.4819  1.1195  -1.4282
H  -3.7997  -0.0935  -0.0676
H  1.5230  -1.8579  0.9673
H  0.9498  -0.8265  2.4671
H  1.0301  2.2039  0.3754
H  1.4700  1.9858  2.0897
H  -0.0715  1.3012  1.4124
H  3.6883  0.2655  1.2255
H  3.3763  1.2874  -0.1202
H  3.2386  -0.5397  -0.2857
H  1.0644  0.3398  -1.7065

Cartesian forces (eV/Å) of the 2 atoms listed first:
1.7 1.0 -4.2
-1.4 -0.6 4.7

Values from the calculation:
- Maximum force: 5.0 eV/Å
- Energy relative to the best compared isomer or geometry (same formula, charge and spin): 0.0 kcal/mol
- Electronic energy: -23347.954 eV
- Gap between HOMO and LUMO: 11.77 eV
- Total charge: +1

=====

# 5
A 24-piece molecular cluster, C12H70F9N3O29P3S overall. Source: OMol25; level of theory: the ωB97M-V functional and the def2-TZVPD basis.

Element x y z (Å)
O  4.2931  -4.1761  1.5199
C  3.7784  -3.3647  0.5882
O  3.8791  -3.5347  -0.8699
C  5.2751  -3.4221  -1.3454
C  5.4274  -2.3545  -2.6217
C  5.2919  -0.8226  -1.9714
C  4.4348  0.2117  -2.9021
N  3.4009  1.0377  -2.2387
C  2.0491  0.4555  -2.0754
C  1.9207  -1.1451  -1.8112
C  0.3585  -1.5587  -2.2473
C  -0.7847  -0.7463  -1.3883
C  -2.2842  -1.4275  -1.6860
F  -2.1217  -2.0446  -3.0584
F  -2.5770  -2.5817  -0.7913
C  -3.4850  -0.3355  -1.8399
F  -4.5273  -0.9666  -2.7294
F  -3.0766  0.9226  -2.5607
S  -4.3532  0.1916  -0.2839
F  -5.1074  -1.3213  -0.0171
F  -3.0289  -0.1306  0.7466
F  -3.7234  1.7969  -0.4889
F  -5.7018  0.7087  -1.2701
F  -5.2001  0.7855  1.0937
C  3.8605  1.9813  -1.1801
N  4.8179  1.7293  -0.0374
P  4.1236  0.7646  1.2807
O  2.6249  0.3112  1.0881
N  3.3936  3.2998  -1.2783
P  2.3055  3.9087  -2.5520
P  1.2746  5.7179  -1.7736
O  2.2690  6.2972  -0.6542
O  0.9713  6.8870  -3.0704
O  -0.2669  5.1825  -1.0793
H  3.1943  -2.4097  0.9967
H  5.6530  -4.5062  -1.6493
H  5.9238  -3.0680  -0.4303
H  4.4908  -2.5102  -3.3388
H  6.4441  -2.5171  -3.1800
H  6.3618  -0.4101  -1.7004
H  4.6692  -0.9753  -0.9694
H  3.9435  -0.4443  -3.7706
H  5.2312  0.8970  -3.4690
H  1.4261  0.6975  -3.0647
H  1.4901  1.0496  -1.2105
H  2.0244  -1.4927  -0.6961
H  2.6071  -1.8358  -2.4581
H  0.3022  -1.2892  -3.4083
H  0.1754  -2.7227  -2.0564
H  -0.7422  0.3924  -1.6542
H  -0.5529  -0.8399  -0.2252
H  5.7571  1.4035  -0.3528
H  5.0545  -0.3471  1.5128
H  4.1972  1.5644  2.5097
H  3.7206  4.0155  -0.5611
H  1.2258  3.0054  -2.8542
H  -0.0367  6.8981  -3.2009
H  -0.0782  5.1542  -0.0751
O  -7.6543  -0.0246  -3.3799
H  -7.8392  0.0265  -2.4301
H  -6.7121  -0.2468  -3.4234
O  -6.3751  -3.2773  1.6612
H  -7.3159  -3.1201  1.4905
H  -5.9267  -2.5760  1.1651
O  -1.3587  -5.5314  -0.8728
H  -1.8011  -4.7090  -0.6142
H  -2.0579  -6.2002  -0.8197
O  -6.2142  2.7168  3.7361
H  -6.2177  2.3475  2.8403
H  -5.3858  2.3921  4.1200
O  -4.0821  -2.4882  -5.1045
H  -4.2185  -1.9618  -4.3025
H  -3.2171  -2.1979  -5.4309
O  5.2701  -4.5301  -4.3960
H  5.6176  -5.4343  -4.4143
H  4.5946  -4.5246  -5.0907
O  -1.6587  5.5402  1.5308
H  -2.1011  6.3626  1.7895
H  -2.3579  4.8714  1.5840
O  -3.2142  2.2417  4.4104
H  -3.2177  1.8724  3.5146
H  -2.3858  1.9170  4.7944
O  0.9086  -6.7852  1.1538
H  0.8602  -6.3184  2.0014
H  0.2136  -6.3726  0.6192
O  4.3440  7.3843  1.2170
H  3.6655  6.7776  0.8847
H  3.8728  7.9314  1.8633
O  -1.0299  8.0970  -0.8918
H  -0.6824  7.1927  -0.9101
H  -1.7054  8.1024  -1.5866
O  2.8098  -9.1831  2.7721
H  2.1471  -9.2924  3.4706
H  2.4254  -8.5126  2.1875
O  1.0630  -11.3367  2.2542
H  1.6423  -10.5616  2.3029
H  1.0771  -11.5813  1.3167
O  -6.5142  3.7003  6.6842
H  -6.5177  3.3311  5.7884
H  -5.6858  3.3756  7.0682
O  7.3084  0.2410  0.3255
H  7.1234  0.2922  1.2753
H  8.2506  0.0188  0.2820
O  2.8098  8.7960  -4.9938
H  2.1471  8.6866  -4.2954
H  2.4254  9.4664  -5.5784
O  -5.8299  3.7864  0.1950
H  -5.4824  2.8821  0.1767
H  -6.5054  3.7919  -0.4998
O  -2.3784  8.2775  2.7435
H  -2.3522  9.2223  2.5303
H  -3.1871  8.1780  3.2679
O  -3.8026  4.8074  7.9581
H  -4.0747  4.8975  7.0325
H  -4.5403  5.1890  8.4573
O  -2.3497  9.3223  -3.4292
H  -2.2084  9.6458  -4.3315
H  -2.4596  10.1301  -2.9053
O  2.8179  -9.1754  5.5633
H  2.6815  -8.6490  6.3652
H  3.6829  -8.8850  5.2369
O  -1.9295  -9.6612  1.8828
H  -1.0891  -10.1433  1.8924
H  -2.1991  -9.6421  2.8134
O  -2.6497  -7.9958  4.2240
H  -2.5084  -7.6724  3.3216
H  -2.7596  -7.1881  4.7478

Cartesian forces (eV/Å) of the 2 atoms listed first:
-3.0 5.1 -6.5
2.3 -3.6 3.9

Values from the calculation:
- Maximum force: 8.8 eV/Å
- Energy relative to the best compared isomer or geometry (same formula, charge and spin): 166.6 kcal/mol
- Electronic energy: -140568.951 eV
- Gap between HOMO and LUMO: 6.44 eV
- Total charge: +1

=====

# 6
C5H10N2S as an isolated structure. Source: OMol25; level of theory: the ωB97M-V functional and the def2-TZVPD basis.

Element x y z (Å)
C  1.9927  0.2551  -0.6657
C  1.0476  -0.9844  -0.7447
C  -0.4761  -0.6959  -1.0084
C  -1.4446  0.1795  -0.5584
C  -1.4452  1.2056  0.5149
H  2.0972  0.4565  -1.8340
H  3.0892  0.0382  -0.3850
H  1.3930  0.9678  -0.0556
H  1.3307  -1.7341  -1.5292
H  1.4373  -3.3978  0.4178
H  -0.9674  -1.3170  -1.7294
H  -2.3578  0.2248  -1.0582
H  -1.1919  1.0535  2.5958
H  -0.8309  -0.3306  1.6418
H  -2.0059  2.7221  1.3023
N  -0.7694  0.8300  1.6917
N  -2.1877  2.2683  0.4365
S  1.2892  -1.7416  0.9678

Cartesian forces (eV/Å) of the 2 atoms listed first:
0.0 -0.8 -3.3
-0.6 -0.4 0.9

Values from the calculation:
- Maximum force: 5.0 eV/Å
- Energy relative to the best compared isomer or geometry (same formula, charge and spin): 88.3 kcal/mol
- Electronic energy: -19159.079 eV
- Gap between HOMO and LUMO: 8.97 eV